39
Properties=species:S:1:pos:R:3 method="wB97M-V/def2-TZVPD" homo_lumo_gap_ev=6.053 de_lowest_ev=0.000
C 5.7662 -2.0381 -1.5819
O 4.8869 -2.7860 -0.7151
C 3.6011 -2.3581 -0.6003
C 2.8008 -2.9288 0.4231
C 1.5545 -2.4181 0.6894
C 1.0006 -1.3406 -0.0704
C -0.2976 -0.8674 0.2641
C -0.9048 0.3461 -0.1530
C -2.3132 0.5010 0.0200
C -2.9562 1.6038 -0.4935
C -2.2169 2.6230 -1.1472
O -2.9804 3.6596 -1.5900
C -4.3854 3.3493 -1.2293
C -4.3909 2.0131 -0.4785
C -0.8187 2.5416 -1.2501
C -0.1796 1.4501 -0.7199
C 1.7796 -0.8614 -1.1624
C 3.0501 -1.3388 -1.4197
H 6.7410 -2.5055 -1.4579
H 5.4395 -2.1151 -2.6292
H 5.8128 -0.9790 -1.2852
H 3.2192 -3.7474 1.0075
H 0.9574 -2.8300 1.5016
H -0.9522 -1.5942 0.7529
H -2.8887 -0.2707 0.5340
H -4.7628 4.1790 -0.6177
H -4.9591 3.2963 -2.1634
H -5.0194 1.2709 -0.9830
H -4.7520 2.1383 0.5493
H -0.2772 3.3482 -1.7393
H 0.9071 1.4040 -0.7477
H 1.3673 -0.1179 -1.8410
H 3.6360 -0.9114 -2.2333
H -0.5857 -0.5011 2.4241
B -0.7669 -0.5119 3.6858
H -0.7847 -1.6441 4.1339
H 0.0885 0.1576 4.2388
C -2.1862 0.1510 3.9325
N -3.2298 0.6329 4.1521

49
Properties=species:S:1:pos:R:3 method="wB97M-V/def2-TZVPD" homo_lumo_gap_ev="4.647 / 5.324" spin_multiplicity=2 s2=0.776 total_charge=-1
Ru 0.2401 -0.1116 0.3650
O 0.2165 1.6689 -1.5438
C -1.0349 1.4863 -2.1715
C -2.2055 1.5507 -1.1860
N -2.1037 0.5269 -0.1511
C -2.7452 -0.7185 -0.5355
C -2.3729 -1.8871 0.4480
O -3.2247 -2.7345 0.6642
O -1.2215 -1.8290 0.9483
C -2.5485 1.0277 1.1395
C -1.5080 2.0338 1.7484
O -1.8688 2.7167 2.6976
O -0.3809 2.0609 1.1845
H 0.1356 2.3476 -0.8495
H -0.9881 0.4989 -2.6403
H -1.1860 2.2584 -2.9450
H -3.1522 1.4425 -1.7401
H -2.1976 2.5356 -0.7047
H -2.3880 -1.0182 -1.5229
H -3.8416 -0.6222 -0.5588
H -2.6287 0.1957 1.8437
H -3.5327 1.5127 1.0721
Cl 3.2091 -3.8154 -4.9600
C 2.9628 -2.9419 -3.4990
C 4.0436 -2.7176 -2.6402
Cl 5.5948 -3.3298 -3.0555
C 3.8615 -2.0019 -1.4705
Cl 5.1933 -1.7293 -0.4139
C 2.5966 -1.4973 -1.0767
O 2.4134 -0.8321 -0.0227
C 1.4560 -1.7432 -1.9782
O 0.3164 -1.2966 -1.6725
C 1.7092 -2.4534 -3.1750
Cl 0.3834 -2.7075 -4.2474
C -0.2414 -1.9268 5.2074
C -0.2620 -0.4340 4.8419
C -1.6973 0.1077 4.8197
C 0.5971 0.3643 5.8336
C 0.3340 -0.3097 3.5280
N 0.8714 -0.2434 2.5146
H -0.6009 -2.0611 6.2262
H 0.7724 -2.3178 5.1344
H -0.8715 -2.4964 4.5288
H -2.0964 0.1273 5.8339
H -2.3357 -0.5315 4.2130
H -1.7301 1.1170 4.4124
H 0.2148 0.2161 6.8417
H 0.5714 1.4258 5.5954
H 1.6315 0.0274 5.7936

59
Properties=species:S:1:pos:R:3 method="wB97M-V/def2-TZVPD" homo_lumo_gap_ev=6.142 de_lowest_ev=0.593 total_charge=-2
Sn 0.7730 0.2045 -0.7632
S 2.6996 -0.5189 1.1152
S 2.1853 1.2128 2.0029
S 0.7924 0.7605 3.5087
S -0.9022 0.1229 2.5478
C -3.7605 1.8850 -1.4884
C -3.3575 0.6903 -2.3142
O -4.3158 0.3772 -3.2905
P -1.7697 1.0433 -3.1571
O -1.3527 -0.2278 -3.9804
O -2.2245 2.0709 -4.3074
O -0.6651 1.6560 -2.3830
P -2.9278 -0.8190 -1.3540
O -3.9552 -0.6834 -0.0913
O -3.2548 -2.0140 -2.1637
O -1.5204 -0.6446 -0.8471
H -3.8654 2.7524 -2.1414
H -2.9784 2.0640 -0.7528
H -4.7067 1.6925 -0.9843
H -4.1850 -0.5691 -3.4673
H -0.6091 -0.7070 -3.5559
H -1.4368 2.5689 -4.5349
H -3.9685 -1.5552 0.3094
O 0.8284 -2.4854 -0.9540
N 0.6227 -2.4645 -2.1576
O 0.3547 -3.4519 -2.7885
O 0.7179 -1.3510 -2.7604
Cl -2.5368 -3.4051 0.7760
C -2.4431 -3.3126 2.5190
C -3.3387 -4.0450 3.2875
C -3.3145 -3.9460 4.6673
C -2.3763 -3.1388 5.2900
C -1.4691 -2.4345 4.5237
C -1.4904 -2.4957 3.1316
C -0.5314 -1.6764 2.3423
H -4.0592 -4.6826 2.7991
H -4.0275 -4.5026 5.2583
H -2.3529 -3.0580 6.3680
H -0.7339 -1.7968 4.9923
H -0.5816 -1.8817 1.2736
H 0.4944 -1.8070 2.6801
S 7.0303 -0.4713 -4.3913
C 5.6103 0.1260 -3.8068
S 5.4496 0.9235 -2.2564
C 3.6902 1.1332 -2.5884
N 3.3584 0.6126 -3.7120
N 4.3946 0.0761 -4.3968
C 4.0763 -0.3841 -5.6821
C 4.9522 -0.2440 -6.7524
C 4.5458 -0.6184 -8.0192
C 3.2748 -1.1237 -8.2299
C 2.4071 -1.2688 -7.1587
C 2.7983 -0.8992 -5.8875
S 2.7023 2.0410 -1.5829
H 5.9369 0.1639 -6.5993
H 5.2235 -0.4946 -8.8532
H 2.9559 -1.3887 -9.2288
H 1.4149 -1.6623 -7.3195
H 2.1236 -0.9893 -5.0513

41
Properties=species:S:1:pos:R:3 method="wB97M-V/def2-TZVPD" homo_lumo_gap_ev=8.509 de_lowest_ev=16.377
C -2.0035 -1.7712 1.1784
C -1.0193 -1.3440 0.1826
C -0.3894 -0.2442 -0.0431
N 0.5684 -0.5274 -1.1929
C 0.3792 -1.6847 -1.6942
C 1.1729 -2.5563 -2.6212
C 2.2547 -1.8839 -3.2968
C 2.6582 -2.3886 -4.3858
C 2.4453 -3.7503 -4.7240
C 1.5900 -4.4009 -3.9663
C 0.7261 -4.0224 -2.8535
Cl -0.4526 -4.9343 -2.1938
H 1.4256 -5.3434 -4.3653
H 3.0405 -4.2324 -5.3626
H 3.4214 -1.7866 -4.9353
H 2.3164 -0.8744 -2.9782
O -0.4391 -2.3370 -0.7929
C -0.2540 0.9731 0.4899
N -0.6242 0.9214 2.0052
C 0.8101 0.3481 2.6116
H 1.4704 1.2171 2.4333
H 1.1847 -0.6216 2.0572
H 0.5319 0.0582 3.6523
C -0.9457 1.9173 2.6945
C -0.6343 3.3053 2.0926
N 0.8035 3.6759 2.6791
O 1.3705 4.8507 1.9190
C 0.1529 5.1024 1.2384
C -0.6355 4.1860 1.1995
H -1.5864 4.3298 0.6779
H 0.3656 6.0050 0.6220
C -2.6182 2.1611 2.2865
H -3.0344 1.2296 2.8442
H -2.8720 3.0453 2.8368
H -2.7635 2.2215 1.2975
H -0.9608 1.8391 3.8150
H -1.3524 1.6136 0.0071
H 0.7190 1.4640 0.3736
H -1.9162 -2.8207 1.5273
H -3.0493 -1.9468 0.6883
H -1.8567 -0.9933 1.9957

The energy results, record by record, are as follows: -24179.114; -87905.929; -155652.583; -38993.995 eV.